[1]
Formula: C41H44N3O
Source: the OMol25 dataset
Level of theory: ωB97M-V/def2-TZVPD

## Properties
* total charge: +1
* energy relative to the best compared isomer or geometry (same formula, charge and spin): 4.2 kcal/mol
* gap between HOMO and LUMO: 0.216 hartree

Last column: Mulliken charge in e.
Atoms and positions in Å:
C: -1.20 1.81 2.60  -1.182
N: -1.78 0.52 2.31  0.657
C: -2.08 0.11 1.04  0.111
O: -1.82 0.73 -0.01  -0.787
C: -2.70 -1.27 1.12  0.422
C: -4.22 -1.20 0.89  -0.981
C: -4.76 -1.99 -0.29  0.061
C: -5.99 -2.66 -0.15  -0.493
C: -6.56 -3.33 -1.23  -0.621
C: -5.90 -3.33 -2.47  -0.447
C: -4.67 -2.69 -2.61  -0.667
C: -4.10 -2.01 -1.52  -0.128
N: -2.37 -1.64 2.50  0.078
C: -1.30 -2.51 2.72  -1.469
C: -0.11 -2.50 2.02  0.446
C: 0.84 -3.58 2.19  0.911
C: 1.80 -3.87 1.18  0.132
C: 2.72 -4.89 1.35  -0.780
C: 2.70 -5.68 2.50  -0.505
C: 1.76 -5.42 3.51  -0.796
C: 0.84 -4.39 3.36  -0.594
C: -2.32 -0.39 3.28  1.261
C: -3.74 0.06 3.71  -1.012
C: -3.52 0.91 4.96  -0.816
C: -2.14 0.53 5.54  -0.679
C: -1.51 -0.50 4.59  -1.097
H: -0.69 2.18 1.71  0.385
H: -1.97 2.54 2.91  0.276
H: -0.46 1.71 3.41  0.307
H: -2.21 -1.97 0.42  0.731
H: -4.73 -1.55 1.80  0.341
H: -4.49 -0.14 0.76  0.355
H: -6.48 -2.65 0.83  0.343
H: -7.52 -3.84 -1.11  0.378
H: -6.36 -3.84 -3.32  0.364
H: -4.15 -2.70 -3.57  0.372
H: -3.15 -1.48 -1.63  0.413
H: -1.50 -3.21 3.53  0.552
H: -0.05 -1.86 1.14  0.040
H: 1.80 -3.25 0.28  0.253
H: 3.46 -5.08 0.56  0.419
H: 3.42 -6.49 2.62  0.415
H: 1.75 -6.03 4.42  0.410
H: 0.12 -4.18 4.15  0.338
H: -4.26 0.60 2.91  0.166
H: -4.32 -0.85 3.94  0.403
H: -3.54 1.98 4.70  0.307
H: -4.31 0.75 5.70  0.414
H: -1.49 1.41 5.64  0.317
H: -2.25 0.10 6.54  0.409
H: -1.63 -1.51 4.99  0.513
H: -0.44 -0.34 4.40  0.116
C: 1.10 -0.05 -1.02  -1.267
C: 1.73 0.87 -0.07  0.289
N: 1.91 2.18 -0.36  0.279
C: 1.42 2.83 -1.57  -0.918
C: 2.64 2.82 0.64  0.014
C: 2.92 1.86 1.63  0.513
C: 3.72 2.23 2.71  -0.196
C: 4.30 3.51 2.72  -0.869
C: 4.04 4.44 1.69  -0.719
C: 3.18 4.10 0.64  -1.043
C: 2.34 0.59 1.19  0.721
C: 2.48 -0.66 1.81  1.223
C: 3.72 -1.00 2.48  -0.293
C: 4.97 -0.44 2.11  -0.439
C: 6.12 -0.66 2.84  -0.666
C: 6.10 -1.50 3.96  1.138
C: 7.35 -1.69 4.77  -1.526
C: 4.90 -2.14 4.30  -1.038
C: 3.74 -1.91 3.58  -0.257
H: 1.24 -1.07 -0.65  -0.147
H: 0.01 0.15 -1.09  0.250
H: 1.54 0.03 -2.03  0.614
H: 1.75 3.87 -1.56  0.370
H: 1.82 2.34 -2.47  0.325
H: 0.32 2.80 -1.62  0.276
H: 3.90 1.53 3.52  0.613
H: 4.98 3.79 3.53  0.431
H: 4.52 5.42 1.71  0.415
H: 2.93 4.80 -0.16  0.321
H: 1.70 -1.39 1.75  -0.472
H: 5.03 0.21 1.23  0.478
H: 7.06 -0.17 2.57  0.442
H: 7.19 -2.44 5.56  0.362
H: 8.18 -2.03 4.14  0.365
H: 7.67 -0.76 5.25  0.335
H: 4.89 -2.83 5.15  0.321
H: 2.81 -2.40 3.86  0.396

[2]
Formula: C55H56F6N8O10S2
Source: the OMol25 dataset
Level of theory: ωB97M-V/def2-TZVPD

## Properties
* structure (SMILES): C#Cc1c(CN)c2c(c(CCCCCOC(C)=O)c1NCCCC)N(N=C(C)C)c1c(F)c(S)cc(C(F)(F)C(F)(F)F)c1S2.O=[N+]([O-])c1ccccc1.O=[N+]([O-])c1ccccc1.O=[N+]([O-])c1ccccc1.O=[N+]([O-])c1ccccc1
* energy relative to the best compared isomer or geometry (same formula, charge and spin): 0.0 kcal/mol
* gap between HOMO and LUMO: 0.258 hartree

Last column: Mulliken charge in e.
Atoms and positions in Å:
C: 7.70 1.51 -0.17  -0.053
C: 6.62 1.01 -0.38  -1.358
C: 5.33 0.60 -0.83  1.806
C: 5.13 -0.78 -1.05  -0.079
C: 6.24 -1.75 -0.79  -1.191
N: 6.56 -1.83 0.67  -0.614
C: 3.89 -1.17 -1.52  0.720
C: 2.86 -0.28 -1.78  -1.228
C: 3.07 1.07 -1.52  0.410
C: 1.90 2.01 -1.77  -0.153
C: 1.38 2.52 -0.41  -1.089
C: -0.05 3.09 -0.49  -0.544
C: -0.57 3.35 0.94  -0.772
C: -1.22 2.11 1.54  -0.405
O: -1.94 2.44 2.74  -0.341
C: -1.62 1.66 3.81  0.721
C: -2.77 1.04 4.56  -0.604
O: -0.49 1.49 4.18  -0.589
C: 4.31 1.53 -1.04  -0.406
N: 4.56 2.88 -0.77  -0.176
C: 4.42 3.81 -1.90  -0.021
C: 5.45 4.97 -1.90  -0.776
C: 4.70 6.32 -1.89  -0.805
C: 3.85 6.50 -3.16  -0.957
N: 1.59 -0.69 -2.30  1.467
N: 1.81 -1.14 -3.69  -0.696
C: 0.82 -0.84 -4.46  0.859
C: 0.28 -1.94 -5.33  -1.336
C: 0.21 0.54 -4.56  -0.944
C: 1.09 -1.85 -1.64  -1.254
C: -0.24 -1.82 -1.26  0.502
F: -0.95 -0.72 -1.49  -0.327
C: -0.79 -2.92 -0.62  -0.262
S: -2.50 -2.89 -0.08  -0.286
C: -0.03 -4.05 -0.38  -0.787
C: 1.31 -4.10 -0.75  0.047
C: 2.08 -5.37 -0.45  1.078
F: 2.60 -5.27 0.80  -0.308
F: 3.05 -5.63 -1.34  -0.320
C: 1.18 -6.65 -0.41  0.510
F: 2.01 -7.71 -0.52  -0.305
F: 0.57 -6.80 0.78  -0.283
F: 0.34 -6.74 -1.44  -0.265
C: 1.85 -2.98 -1.36  1.067
S: 3.57 -2.91 -1.82  -0.582
H: 8.70 1.82 -0.02  0.503
H: 7.12 -1.48 -1.39  0.317
H: 5.95 -2.76 -1.10  0.546
H: 6.86 -2.79 0.83  0.282
H: 5.67 -1.71 1.14  0.251
H: 1.07 1.49 -2.23  -0.298
H: 2.17 2.83 -2.43  0.422
H: 1.35 1.65 0.26  0.471
H: 2.06 3.24 0.05  0.463
H: -0.71 2.43 -1.05  0.344
H: 0.01 4.07 -0.97  0.314
H: -1.25 4.20 0.96  0.424
H: 0.30 3.61 1.56  0.274
H: -0.45 1.35 1.72  0.308
H: -1.93 1.69 0.81  0.206
H: -3.50 1.81 4.84  0.455
H: -2.40 0.61 5.49  0.261
H: -3.24 0.24 3.99  -0.118
H: 5.44 3.01 -0.28  0.364
H: 4.42 3.26 -2.85  0.284
H: 3.43 4.27 -1.82  -0.117
H: 6.12 4.88 -1.05  0.359
H: 6.02 4.90 -2.83  0.299
H: 5.47 7.09 -1.85  0.433
H: 4.09 6.37 -0.98  0.322
H: 3.57 7.55 -3.23  0.416
H: 4.34 6.11 -4.05  0.280
H: 2.94 5.93 -3.01  0.274
H: -0.08 -1.53 -6.28  0.430
H: -0.52 -2.49 -4.83  0.219
H: 1.12 -2.61 -5.56  0.366
H: -0.45 0.73 -3.71  -0.057
H: -0.29 0.69 -5.51  0.553
H: 1.02 1.28 -4.50  0.248
H: -2.41 -2.01 0.95  0.147
H: -0.55 -4.87 0.10  0.569
C: -1.92 -8.05 0.22  0.205
C: -2.47 -8.04 1.50  -0.602
C: -3.66 -8.70 1.75  -0.436
C: -4.29 -9.37 0.72  -0.049
C: -3.76 -9.39 -0.56  -0.397
C: -2.58 -8.72 -0.81  -0.568
N: -5.54 -10.10 0.99  1.004
O: -5.98 -10.05 2.12  -0.604
O: -6.05 -10.70 0.08  -0.607
H: -1.00 -7.54 0.03  0.304
H: -1.96 -7.52 2.30  0.400
H: -4.08 -8.69 2.75  0.453
H: -4.27 -9.91 -1.36  0.457
H: -2.15 -8.73 -1.80  0.417
C: -0.71 -3.44 9.34  -0.417
C: -0.81 -2.14 9.83  -0.437
C: -1.71 -1.25 9.26  -0.417
C: -2.51 -1.68 8.22  0.201
C: -2.42 -2.97 7.72  -0.344
C: -1.52 -3.85 8.29  -0.454
N: -3.48 -0.75 7.63  1.038
O: -3.52 0.39 8.08  -0.588
O: -4.19 -1.16 6.74  -0.598
H: -0.01 -4.13 9.79  0.374
H: -0.18 -1.82 10.65  0.373
H: -1.78 -0.24 9.64  0.442
H: -3.05 -3.29 6.90  0.459
H: -1.44 -4.86 7.91  0.374
C: -1.11 9.02 -6.35  -0.419
C: -1.90 7.89 -6.49  -0.431
C: -1.32 6.63 -6.46  -0.366
C: 0.05 6.53 -6.28  0.046
C: 0.85 7.65 -6.15  -0.245
C: 0.26 8.90 -6.18  -0.476
N: 0.67 5.20 -6.22  1.097
O: -0.06 4.23 -6.36  -0.624
O: 1.87 5.14 -6.04  -0.607
H: -1.57 10.00 -6.37  0.377
H: -2.97 7.99 -6.62  0.372
H: -1.93 5.75 -6.57  0.455
H: 1.92 7.56 -6.01  0.440
H: 0.88 9.79 -6.07  0.377
C: -6.29 3.04 2.40  -0.609
C: -7.13 1.93 2.36  -0.453
C: -6.59 0.65 2.42  -0.576
C: -5.22 0.51 2.52  -0.197
C: -4.37 1.60 2.56  0.827
C: -4.91 2.88 2.50  -0.623
N: -4.65 -0.84 2.61  1.265
O: -5.40 -1.79 2.55  -0.652
O: -3.44 -0.93 2.73  -0.787
H: -6.71 4.03 2.36  0.414
H: -8.20 2.06 2.28  0.396
H: -7.24 -0.21 2.38  0.506
H: -3.30 1.48 2.64  0.197
H: -4.26 3.74 2.53  0.423

[3]
Formula: C13H37K2O9
Source: the OMol25 dataset
Level of theory: ωB97M-V/def2-TZVPD

## Properties
* total charge: +2
* ⟨S²⟩: 0.75
* gap between HOMO and LUMO (alpha / beta): 0.260 / 0.099 hartree
* multiplicity: 2

Last column: Mulliken charge in e.
Atoms and positions in Å:
K: -4.33 -1.87 -0.43  0.988
K: -2.16 -3.94 1.81  1.004
O: 0.00 -0.24 -0.37  -0.014
C: -1.09 -0.98 -0.58  0.316
O: -1.88 -0.64 -1.45  -0.765
O: -1.23 -2.10 0.05  -0.713
H: 0.40 -0.86 0.25  -0.190
C: 0.03 2.39 1.26  -0.520
C: -0.64 3.50 0.41  -0.373
O: -0.95 2.99 -0.81  -0.497
H: 0.85 1.94 0.70  0.059
H: -0.62 1.53 1.43  -0.144
H: 0.32 2.76 2.24  0.518
H: 0.09 4.29 0.25  0.304
H: -1.50 3.90 0.96  0.388
H: -0.60 2.10 -0.70  0.157
C: 1.03 -1.14 3.13  -0.308
C: 0.34 -1.88 4.32  -0.677
O: -0.39 -2.96 3.81  -0.504
H: 1.94 -0.57 3.34  0.427
H: 0.32 -0.43 2.71  -0.184
H: 1.30 -1.89 2.39  0.192
H: -0.20 -1.10 4.84  0.297
H: 1.08 -2.32 4.99  0.442
H: -0.75 -3.58 4.45  0.294
C: 1.23 1.62 -3.37  -1.260
C: 2.04 2.01 -2.14  -0.322
O: 2.13 0.81 -1.35  -0.273
H: 1.21 2.42 -4.10  0.459
H: 0.20 1.35 -3.11  0.375
H: 1.77 0.83 -3.89  0.361
H: 1.62 2.74 -1.45  0.190
H: 3.01 2.35 -2.51  0.411
H: 1.22 0.49 -1.31  0.376
C: -1.23 -0.92 -5.11  -0.698
C: -2.69 -0.46 -5.15  -0.213
O: -2.87 0.39 -4.02  -0.527
H: -1.06 -1.73 -4.39  0.218
H: -0.58 -0.08 -4.88  0.047
H: -0.85 -1.44 -5.99  0.430
H: -3.47 -1.21 -5.00  0.211
H: -2.83 0.02 -6.12  0.281
H: -2.57 -0.01 -3.19  0.387
C: 4.71 -1.53 -0.58  -1.020
C: 4.21 -0.70 0.67  0.161
O: 4.40 0.67 0.25  -0.148
H: 5.67 -1.15 -0.91  0.387
H: 4.03 -1.37 -1.42  0.304
H: 4.83 -2.59 -0.32  0.365
H: 4.89 -0.92 1.49  0.449
H: 3.19 -0.99 0.93  -0.063
H: 3.69 0.84 -0.37  0.540
C: -2.60 0.89 3.39  -1.069
C: -3.04 -0.54 2.93  1.068
O: -4.16 -0.99 3.46  -0.506
H: -3.44 1.38 3.87  0.417
H: -2.30 1.56 2.59  0.167
H: -1.85 0.78 4.18  0.265
H: -2.25 -1.21 3.29  -0.239
H: -3.06 -0.63 1.84  -0.340
H: -4.55 -1.57 2.80  0.312

[4]
Formula: C5H9N3O
Source: the OMol25 dataset
Level of theory: ωB97M-V/def2-TZVPD

## Properties
* structure (SMILES): CO[C@@H]1[C@@H]2N=CNN[C@H]21
* energy relative to the best compared isomer or geometry (same formula, charge and spin): 162.1 kcal/mol
* gap between HOMO and LUMO: 0.335 hartree

Last column: Mulliken charge in e.
Atoms and positions in Å:
C: 2.72 0.13 -0.60  -0.662
C: 1.06 -0.27 0.78  -0.205
C: -0.08 0.49 0.07  -0.118
C: -2.13 -0.96 -0.43  0.094
C: -0.32 -0.84 0.78  -0.048
H: 3.26 0.82 0.26  0.233
H: 3.41 -0.40 -1.24  0.258
H: 2.14 0.92 -1.12  0.293
H: 1.38 -0.02 1.80  0.403
H: 0.04 0.40 -0.98  0.273
H: -1.84 1.51 1.15  0.349
H: -2.98 0.76 -0.92  0.144
H: -3.10 -1.30 -0.93  0.299
H: -0.75 -0.60 1.66  0.462
N: -1.26 1.36 0.26  -0.512
N: -2.28 0.42 -0.38  -0.171
N: -1.18 -1.70 -0.01  -0.790
O: 1.90 -0.71 -0.14  -0.303

[5]
Formula: C3H2N4
Source: the OMol25 dataset
Level of theory: ωB97M-V/def2-TZVPD

## Properties
* structure (SMILES): N#Cc1c[nH]nn1
* energy relative to the best compared isomer or geometry (same formula, charge and spin): 38.1 kcal/mol
* gap between HOMO and LUMO: 0.389 hartree

Last column: Mulliken charge in e.
Atoms and positions in Å:
N: 2.67 -0.63 0.19  -0.430
C: 1.88 0.20 0.02  0.239
C: 0.56 0.71 -0.15  0.221
C: -0.21 -0.33 -0.62  -0.231
N: -1.34 -0.21 0.07  0.209
N: -1.32 0.87 0.89  -0.456
N: -0.17 1.42 0.78  -0.216
H: 0.03 -1.16 -1.27  0.421
H: -2.09 -0.88 0.09  0.242

[6]
Formula: C44H48N8O3SSiTi
Source: the OMol25 dataset
Level of theory: ωB97M-V/def2-TZVPD

## Properties
* energy relative to the best compared isomer or geometry (same formula, charge and spin): 0.0 kcal/mol
* ⟨S²⟩: 2.04
* gap between HOMO and LUMO (alpha / beta): 0.226 / 0.270 hartree
* multiplicity: 3

Last column: Mulliken charge in e.
Atoms and positions in Å:
Ti: 0.14 0.03 -0.92  0.177
N: 6.14 0.00 3.69  -0.541
C: 5.57 0.05 2.43  1.055
C: 4.18 0.18 2.29  -0.750
C: 3.61 0.17 1.03  0.115
C: 4.39 0.05 -0.11  -0.433
C: 5.77 -0.07 0.03  -0.779
C: 6.35 -0.07 1.28  -1.038
S: 3.72 0.02 -1.74  1.439
O: 4.54 0.86 -2.57  -0.759
O: 3.56 -1.36 -2.14  -0.690
N: 2.20 0.61 -1.59  -0.216
C: 2.00 1.90 -1.24  0.317
N: 0.67 2.11 -1.10  0.843
C: 0.23 3.34 -0.80  -0.074
C: 1.13 4.36 -0.61  -0.939
C: 2.48 4.02 -0.68  -0.453
N: 2.93 2.81 -0.98  -0.473
H: 5.60 0.39 4.44  0.230
H: 7.12 0.24 3.74  0.224
H: 3.55 0.28 3.16  0.153
H: 2.53 0.27 0.96  0.521
H: 6.39 -0.14 -0.86  0.489
H: 7.43 -0.17 1.37  0.297
H: -0.84 3.45 -0.71  0.313
H: 0.81 5.37 -0.38  0.454
H: 3.23 4.77 -0.48  0.443
C: -5.17 -2.85 -2.98  -0.582
C: -4.31 -2.23 -3.88  -0.702
C: -3.53 -1.16 -3.46  -0.174
C: -3.58 -0.68 -2.15  -0.223
C: -4.47 -1.31 -1.27  -0.062
C: -5.25 -2.38 -1.68  -0.820
Si: -2.34 0.66 -1.63  1.374
C: -3.03 1.53 -0.09  0.985
C: -3.41 2.88 -0.07  -0.474
C: -3.84 3.50 1.10  -0.779
C: -3.91 2.78 2.29  -0.755
C: -3.53 1.44 2.29  -0.663
C: -3.09 0.84 1.13  -0.294
C: -2.42 1.90 -3.07  0.413
C: -3.65 2.44 -3.47  -0.289
C: -3.75 3.31 -4.54  -0.771
C: -2.62 3.66 -5.26  -0.558
C: -1.39 3.13 -4.90  -0.798
C: -1.30 2.26 -3.82  -0.175
H: -5.78 -3.69 -3.30  0.388
H: -4.25 -2.58 -4.90  0.443
H: -2.87 -0.69 -4.18  0.377
H: -4.56 -0.96 -0.25  0.360
H: -5.93 -2.85 -0.98  0.443
H: -3.38 3.46 -0.98  0.356
H: -4.13 4.54 1.08  0.430
H: -4.25 3.26 3.20  0.395
H: -3.57 0.87 3.22  0.431
H: -2.76 -0.20 1.17  0.210
H: -4.55 2.16 -2.93  0.465
H: -4.72 3.71 -4.82  0.411
H: -2.69 4.34 -6.10  0.381
H: -0.50 3.39 -5.46  0.441
H: -0.32 1.86 -3.56  0.035
C: 0.55 -2.29 -2.97  -1.019
N: 0.66 -3.68 -3.34  0.087
C: 1.72 -4.29 -2.53  -0.691
N: 1.41 -4.22 -1.10  0.153
C: 1.28 -2.83 -0.72  -0.841
N: 0.21 -2.13 -1.52  1.979
C: -1.06 -2.87 -1.27  -0.236
N: -0.95 -4.27 -1.63  0.193
C: -0.60 -4.36 -3.06  -0.741
C: 0.13 -4.89 -0.86  -0.670
H: -0.26 -1.82 -3.55  0.293
H: 1.49 -1.77 -3.16  0.246
H: 2.66 -3.77 -2.72  0.346
H: 1.83 -5.34 -2.82  0.391
H: 2.22 -2.31 -0.89  0.203
H: 0.98 -2.75 0.32  -0.357
H: -1.85 -2.41 -1.86  -0.451
H: -1.31 -2.78 -0.21  0.038
H: -1.40 -3.89 -3.64  0.351
H: -0.52 -5.41 -3.34  0.347
H: 0.21 -5.94 -1.14  0.381
H: -0.11 -4.83 0.20  0.334
C: 1.61 0.12 7.35  -1.543
C: 1.17 0.25 5.92  0.581
C: 0.77 1.47 5.39  -0.979
C: 0.38 1.61 4.07  0.809
C: -0.04 2.97 3.57  -1.387
C: 0.38 0.48 3.20  0.114
C: -0.02 0.69 1.87  -0.456
O: -0.02 -0.24 0.91  -0.164
C: 0.79 -0.78 3.74  1.327
C: 0.83 -2.03 2.91  -0.839
C: 1.16 -0.85 5.07  -0.995
H: 1.17 0.90 7.97  0.386
H: 2.69 0.21 7.44  0.268
H: 1.32 -0.84 7.76  0.374
H: 0.75 2.35 6.03  0.328
H: 0.05 3.71 4.37  0.429
H: -1.07 2.97 3.22  0.091
H: 0.59 3.30 2.74  0.243
H: -0.38 1.67 1.56  0.034
H: -0.12 -2.23 2.41  0.048
H: 1.08 -2.89 3.54  0.429
H: 1.60 -1.96 2.14  0.068
H: 1.46 -1.82 5.46  0.353

[7]
Formula: C10H12N3OS
Source: the OMol25 dataset
Level of theory: ωB97M-V/def2-TZVPD

## Properties
* structure (SMILES): N[C@@]1(C(=O)c2ccccc2)NC(=[NH2+])CS1
* total charge: +1
* energy relative to the best compared isomer or geometry (same formula, charge and spin): 8.3 kcal/mol
* gap between HOMO and LUMO: 0.339 hartree

Last column: Mulliken charge in e.
Atoms and positions in Å:
C: 3.60 0.51 -0.40  -0.475
C: 2.76 1.15 -1.27  -0.737
C: 3.21 0.35 0.91  -0.483
C: 1.37 1.28 -1.04  0.071
C: 1.86 0.52 1.23  -0.495
C: 0.94 0.93 0.27  0.509
C: -1.77 -1.75 0.02  0.497
C: -0.37 1.32 0.77  0.013
C: -1.10 -1.46 -1.33  -0.683
C: -1.65 0.83 0.06  0.677
N: -1.97 -0.63 0.74  -0.406
N: -1.89 -2.98 0.48  -0.407
N: -2.71 1.71 0.26  -0.461
O: -0.54 1.97 1.77  -0.522
S: -1.55 0.26 -1.68  -0.235
H: 4.61 0.35 -0.66  0.454
H: 3.03 1.33 -2.27  0.407
H: 3.82 -0.17 1.65  0.341
H: 0.52 1.32 -1.72  0.344
H: 1.59 0.23 2.27  0.306
H: -0.05 -1.45 -1.02  0.372
H: -1.29 -2.33 -2.02  0.524
H: -2.47 -0.68 1.66  0.295
H: -1.62 -3.67 -0.33  0.314
H: -2.41 -3.08 1.39  0.277
H: -2.69 2.42 0.90  0.232
H: -3.24 1.74 -0.64  0.271